No. 1
{"formula": "H14O7", "method": "ωB97M-V/def2-TZVPD", "species": ["O", "O", "O", "O", "O", "O", "O", "H", "H", "H", "H", "H", "H", "H", "H", "H", "H", "H", "H", "H", "H"], "xyz": [[-0.8820, -1.6001, 0.8487], [-1.4978, 0.1424, -1.2204], [-4.4695, 1.1756, 1.0947], [0.9462, 3.8174, -1.2543], [3.1406, 0.9512, 2.0545], [3.1068, -1.5000, -0.4963], [-0.8299, -3.6841, -0.6390], [-0.1591, -3.1641, -1.0652], [2.3715, -1.9203, -0.1827], [-0.5008, -3.6557, 0.3049], [0.8535, 4.7448, -1.1287], [-0.6184, 0.3056, -0.8698], [2.7531, 1.6378, 2.5386], [-1.0660, -0.5981, 0.8418], [0.0494, -1.6198, 0.5576], [2.3047, 0.6490, 1.6371], [0.6353, 3.6964, -2.2252], [-4.2763, 1.9695, 0.6684], [3.1918, -1.8616, -1.3873], [-3.7208, 1.1673, 1.7203], [-1.3322, -0.6533, -1.7976]], "atomic_forces_ev_per_a": [[0.65, 2.77, 0.41], [0.44, -1.01, -1.13], [0.52, -1.63, 1.73], [-0.78, -1.49, -2.82], [-0.78, -1.68, -1.45], [2.64, 1.51, -1.66], [0.67, -0.79, 1.64], [0.31, 0.28, -0.70], [-2.91, -1.78, 1.61], [-1.06, -0.26, -1.44], [-0.07, 1.26, 0.30], [0.15, 0.37, -0.14], [-0.26, 2.04, 1.60], [-0.01, -2.41, 0.07], [-0.57, 0.02, 0.33], [1.08, -0.32, -0.14], [0.82, 0.20, 2.54], [0.06, 2.15, -1.61], [0.27, 0.19, 0.05], [-0.61, -0.52, -0.12], [-0.60, 1.10, 0.93]], "total_energy_ev": -14557.986, "orbital_gap_ha": 0.3944, "smiles": "O.O.O.O.O.O.O", "de_lowest_kcal_mol": 80.1, "total_charge": 0}



No. 2
{"formula": "C40H41Br2NO4", "method": "ωB97M-V/def2-TZVPD", "species": ["Br", "Br", "O", "O", "O", "O", "N", "C", "C", "C", "C", "C", "C", "C", "C", "C", "C", "C", "C", "C", "C", "C", "C", "C", "C", "C", "C", "C", "C", "C", "C", "C", "C", "C", "C", "C", "C", "C", "C", "C", "C", "C", "C", "C", "C", "C", "C", "H", "H", "H", "H", "H", "H", "H", "H", "H", "H", "H", "H", "H", "H", "H", "H", "H", "H", "H", "H", "H", "H", "H", "H", "H", "H", "H", "H", "H", "H", "H", "H", "H", "H", "H", "H", "H", "H", "H", "H", "H"], "xyz": [[3.7903, 5.3320, -0.4490], [5.0713, 1.6777, -1.8081], [-2.6124, 0.9937, 0.0081], [2.2160, 3.0301, -2.4952], [-0.7435, 1.2470, 3.7733], [3.9441, 1.5242, 3.0887], [1.6739, 1.7082, 3.7548], [1.5964, 2.9500, 4.6001], [0.3089, 1.5617, 3.1787], [-2.9901, -1.2054, 6.5406], [1.5894, -1.8935, -1.4683], [2.1696, 2.6928, 6.0978], [2.4552, 0.3687, -7.1627], [3.6545, 1.3204, -5.3004], [-1.9699, 2.0643, 0.7432], [1.8075, -3.2660, -1.5483], [-4.5305, -3.4453, -3.9294], [2.7185, 2.3733, -0.0508], [3.4014, 1.2618, -6.6681], [-2.2288, -0.3088, 0.5143], [4.9325, 3.8719, 0.2767], [4.3137, 2.4135, -0.1236], [2.9571, 0.4902, -4.4287], [-0.3183, -3.5392, -2.6521], [0.8513, -4.0888, -2.1358], [2.0144, -0.4044, -4.9231], [-5.6048, -5.4812, -4.6429], [-4.4599, -5.4014, -2.5231], [2.7608, 1.7088, 2.7331], [-5.3807, -1.1690, 6.8459], [0.5775, 1.9160, 1.6521], [6.4859, 4.0041, -0.0925], [-4.1434, -1.7585, 7.0886], [1.7645, -0.4677, -6.2909], [0.4183, -1.3447, -1.9814], [2.0940, 2.0174, 1.3234], [1.7363, 2.6560, -1.2142], [-5.4628, -0.0233, 6.0604], [0.2012, 2.5556, -0.9358], [-5.2031, -6.1050, -3.4658], [1.5498, 1.6738, 6.8886], [-4.1256, -4.0703, -2.7539], [-0.5338, -2.1663, -2.5771], [-5.2658, -4.1516, -4.8762], [-4.3098, 0.5276, 5.5095], [-3.0730, -0.0649, 5.7474], [-0.4018, 2.1805, 0.4658], [6.6960, 4.1674, -1.2021], [-6.4266, 0.4403, 5.8768], [7.0797, 3.0634, 0.2263], [0.2478, -0.2743, -1.9175], [-4.1422, -5.8896, -1.6080], [3.9416, 1.9124, -7.3480], [2.2568, 0.3242, -8.2289], [1.0181, -5.1596, -2.1921], [4.3948, 2.0137, -4.9144], [-2.0431, -0.9826, -0.4044], [-6.1823, -6.0306, -5.3788], [-1.0623, -4.1806, -3.1132], [-2.4501, 3.0468, 0.3696], [4.6815, 1.7118, 0.7195], [-1.2639, -0.3206, 1.1256], [-3.0521, -0.8262, 1.1327], [-5.5756, -3.6661, -5.7954], [-1.4445, -1.7371, -2.9820], [1.6964, 1.6040, 8.0283], [6.9436, 4.8775, 0.5081], [-4.0787, -2.6490, 7.7050], [3.0630, 3.2625, 6.5252], [-2.1744, 0.3630, 5.3159], [1.8653, 3.9349, -2.6809], [1.4738, -1.0532, -4.2416], [4.8498, 3.9163, 1.4297], [-4.3746, 1.4190, 4.8942], [-3.5493, -3.5201, -2.0172], [3.1490, 0.5396, -3.3620], [-5.4689, -7.1412, -3.2834], [-2.0252, -1.6643, 6.7312], [-4.2719, -2.4065, -4.1081], [2.3328, -1.2520, -1.0059], [-2.1897, 2.0364, 1.8751], [-6.2804, -1.6020, 7.2699], [2.1171, 3.8576, 4.1051], [2.7222, -3.6938, -1.1519], [0.5064, 3.2886, 4.7625], [0.8333, 0.9108, 6.4057], [-0.5405, 2.7607, -1.7876], [1.0307, -1.1675, -6.6768]], "atomic_forces_ev_per_a": [[0.84, -0.46, 0.31], [-0.45, 0.43, 0.90], [1.24, 0.17, 1.47], [-1.17, 0.18, 2.28], [3.94, 1.38, -2.05], [-3.94, 0.87, -1.67], [-1.70, 0.58, -0.62], [1.04, 0.96, 2.23], [-0.02, -0.39, -1.18], [-0.13, 0.03, -0.01], [-0.07, -0.04, 0.00], [-1.65, -2.64, 1.33], [0.00, 0.00, 0.06], [-0.07, -0.06, -0.06], [-0.07, 1.34, -0.36], [-0.09, 0.04, -0.03], [0.01, -0.07, 0.00], [-2.63, -0.63, 0.83], [-0.04, -0.06, 0.09], [0.15, -1.64, -0.48], [0.74, -1.58, 0.59], [-0.57, 0.38, 1.61], [-0.06, -0.08, -0.06], [0.03, 0.03, 0.01], [0.02, 0.09, 0.00], [0.00, -0.02, -0.12], [0.06, 0.07, 0.06], [-0.02, 0.05, -0.08], [1.39, 0.22, 0.59], [0.09, 0.03, -0.02], [0.77, 0.81, -4.43], [0.34, 0.32, 0.40], [-0.01, 0.07, -0.05], [0.08, 0.11, 0.02], [-0.02, -0.05, 0.10], [-2.10, 0.04, -0.61], [-1.52, -0.49, 2.94], [0.06, -0.03, -0.01], [1.54, -0.67, 2.50], [0.02, 0.06, -0.02], [1.05, 2.14, -1.54], [-0.04, -0.04, -0.05], [0.07, -0.08, 0.07], [0.02, -0.06, 0.08], [0.00, -0.12, 0.08], [0.02, 0.01, 0.03], [3.20, -0.18, 0.23], [-0.56, -0.20, 1.54], [0.08, -0.05, 0.01], [-1.25, 1.34, -0.44], [0.02, -0.07, 0.00], [-0.03, 0.04, -0.06], [-0.04, -0.06, 0.05], [0.03, 0.00, 0.09], [-0.01, 0.10, -0.01], [-0.07, -0.03, 0.00], [-0.27, 1.06, 1.43], [0.05, 0.04, 0.06], [0.05, 0.05, 0.03], [0.69, -1.61, 0.40], [-0.53, 1.07, -1.53], [-1.27, 0.30, -0.80], [1.07, 1.15, -0.80], [0.02, -0.03, 0.08], [0.05, -0.02, 0.01], [0.18, -0.05, -2.12], [-0.85, -1.27, -1.04], [-0.01, 0.07, -0.05], [-1.68, -0.49, -0.74], [-0.14, -0.06, 0.06], [0.32, -0.96, 0.15], [0.10, 0.07, -0.12], [-0.11, 0.10, -1.95], [0.01, -0.07, 0.05], [-0.04, -0.04, -0.05], [-0.07, -0.02, -0.18], [0.03, 0.09, -0.02], [-0.08, 0.04, -0.03], [-0.02, -0.08, 0.01], [-0.04, -0.02, -0.04], [0.60, -0.31, -1.71], [0.07, 0.04, -0.03], [-0.58, -1.61, 0.67], [-0.07, 0.03, -0.03], [1.64, -0.86, -0.49], [0.98, 1.59, 0.83], [1.35, -0.34, 1.39], [0.05, 0.05, 0.03]], "total_energy_ev": -191902.633, "orbital_gap_ha": 0.2836, "smiles": "C=CCN1C(=O)c2c(COC)cc(O)c([C@@H](Br)[C@@H](C)Br)c2C1=O.c1ccccc1.c1ccccc1.c1ccccc1.c1ccccc1", "total_charge": 0}



No. 3
{"formula": "C2H4N4S", "method": "ωB97M-V/def2-TZVPD", "species": ["S", "N", "N", "N", "N", "C", "C", "H", "H", "H", "H"], "xyz": [[0.0373, 2.0580, 1.1999], [-1.6770, -0.3763, -0.1986], [1.7919, 0.1807, 0.1815], [-0.3365, -0.3871, -0.1687], [1.7594, -0.9248, -0.6795], [0.5029, 0.4495, 0.4748], [0.5391, -1.2882, -0.8663], [-1.9622, -0.4959, 0.7411], [0.0224, -2.0922, -1.3445], [-2.0487, 0.4332, -0.7137], [1.3713, 2.4431, 1.3740]], "atomic_forces_ev_per_a": [[1.21, -1.10, -0.10], [-1.28, 0.02, -0.99], [-2.27, -0.51, -0.18], [3.48, -0.80, -0.77], [0.24, -0.11, 0.53], [2.25, 1.67, -0.63], [-1.79, 2.05, 1.50], [-1.21, 0.24, 0.71], [0.51, -0.46, -0.55], [0.13, -0.47, 0.74], [-1.28, -0.52, -0.26]], "total_energy_ev": -18932.406, "orbital_gap_ha": 0.3524, "smiles": "Nn1cnnc1S", "de_lowest_kcal_mol": 49.5, "total_charge": 0}



No. 4
{"formula": "C4H10N2O2", "method": "ωB97M-V/def2-TZVPD", "species": ["O", "O", "N", "N", "C", "C", "C", "C", "H", "H", "H", "H", "H", "H", "H", "H", "H", "H"], "xyz": [[-1.0406, -1.8328, -0.7474], [1.3008, -0.9798, -0.8736], [-0.9561, 0.6653, 0.3419], [-0.2317, 1.6843, 0.1944], [1.7903, -1.9040, 0.0682], [-0.6927, 2.6323, -0.7910], [-0.7631, -0.0405, 1.5905], [-0.2719, -1.0235, -1.1839], [-1.1772, -1.0341, 1.4183], [0.1575, 3.0810, -1.2999], [1.0527, -2.6803, 0.3125], [0.2928, -0.1045, 1.8635], [-1.3638, 0.3573, 2.4045], [-0.2835, -0.6729, -2.2220], [-1.1832, 3.4542, -0.2610], [2.0907, -1.3862, 0.9864], [-1.4002, 2.2128, -1.5085], [2.6791, -2.4285, -0.2928]], "atomic_forces_ev_per_a": [[1.50, 1.49, -0.03], [-3.63, 0.17, -0.76], [0.12, 3.08, -0.31], [-1.01, -1.18, 1.67], [-0.24, -0.33, 0.71], [0.10, -0.16, -0.80], [0.47, -1.21, -0.29], [2.83, -3.63, -0.51], [0.29, -0.13, 0.12], [0.11, -0.11, -0.06], [-0.01, 0.24, 0.01], [-0.10, 0.10, 0.16], [0.05, 0.63, -0.17], [-0.22, 1.16, 0.50], [0.03, -0.20, 0.17], [-0.15, -0.05, -0.01], [-0.05, -0.10, -0.01], [-0.08, 0.25, -0.40]], "total_energy_ev": -11381.945, "orbital_gap_ha": 0.3392, "smiles": "C/N=N/C.COC=O", "de_lowest_kcal_mol": 114.3, "total_charge": 0}



No. 5
{"formula": "C19H29FN2O5S", "method": "ωB97M-V/def2-TZVPD", "species": ["S", "F", "O", "O", "O", "O", "O", "N", "N", "C", "C", "C", "C", "C", "C", "C", "C", "C", "C", "C", "C", "C", "C", "C", "C", "C", "C", "C", "H", "H", "H", "H", "H", "H", "H", "H", "H", "H", "H", "H", "H", "H", "H", "H", "H", "H", "H", "H", "H", "H", "H", "H", "H", "H", "H", "H", "H"], "xyz": [[4.4955, -1.8398, 3.7019], [-3.6181, -2.4354, -0.5782], [-7.1686, 1.1335, -0.2750], [5.1334, -3.1158, 3.3788], [-1.9577, 0.2740, -2.0190], [3.9112, -1.5862, 5.0174], [3.4242, 1.5770, 1.7226], [2.6942, 0.8146, -0.2659], [-1.2351, -1.3284, -0.5933], [2.0338, 2.0195, -0.7327], [0.6239, 1.4432, -0.9526], [5.6250, -0.4667, 3.2143], [-3.6350, -1.2360, -1.1841], [3.2691, -1.4392, 2.3741], [-5.9600, -0.9505, -0.0828], [2.7856, 2.1854, -2.0659], [0.8816, -0.0254, -1.3811], [-4.9895, 0.9926, -1.3164], [-6.0037, 1.8947, -0.5885], [3.3557, 0.6621, 0.9033], [0.2076, -1.0707, -0.4509], [4.0477, -0.6862, 1.2407], [-4.6303, -0.2626, -0.4796], [-2.1889, -0.6902, -1.2962], [2.4293, -0.1033, -1.3628], [5.5284, -0.4576, 1.6787], [3.0529, 0.7304, -2.5015], [-6.9302, 0.0323, 0.5993], [2.8231, -1.1182, -1.3021], [3.7212, 2.7267, -1.9135], [2.1985, 2.7421, -2.7980], [-5.4100, 0.6879, -2.2758], [6.1448, -1.2676, 1.2796], [-4.0979, 1.5649, -1.5734], [-5.7721, -1.8074, 0.5652], [0.0737, 1.9993, -1.7134], [0.4009, -0.8008, 0.5896], [4.0667, -1.3027, 0.3458], [-6.2921, 2.7310, -1.2267], [-3.9754, -1.4393, -2.1992], [2.5959, -0.7574, 2.8952], [0.0354, 1.5032, -0.0357], [-6.4378, -1.3689, -0.9700], [-5.5711, 2.3270, 0.3160], [2.7151, -2.3409, 2.1328], [0.5344, -0.1987, -2.4016], [6.5970, -0.6302, 3.6719], [-7.8803, -0.4593, 0.8123], [-6.5356, 0.3791, 1.5566], [4.1253, 0.5432, -2.5796], [-1.5973, -2.1187, -0.0790], [2.0799, 2.8851, -0.0655], [5.9590, 0.4584, 1.2632], [5.1822, 0.4426, 3.6191], [-4.1747, 0.0878, 0.4501], [0.7024, -2.0322, -0.5982], [2.6070, 0.4985, -3.4700]], "atomic_forces_ev_per_a": [[0.13, 0.41, -0.27], [-0.01, -1.71, 1.35], [-0.44, 0.34, 0.27], [-0.58, 1.08, 0.41], [-0.45, -0.28, 0.25], [0.61, -0.51, -1.29], [0.06, -0.32, -0.19], [1.40, -1.03, 2.08], [-0.38, -0.42, 0.32], [-0.15, -0.13, -0.29], [-0.22, 0.46, -0.55], [-1.01, -0.33, -0.16], [-0.12, 1.83, -0.82], [0.67, 0.78, 0.74], [0.27, -0.22, 0.13], [-0.32, 0.42, -0.22], [-0.71, -0.27, -0.53], [0.40, 0.08, 0.08], [0.24, -1.14, -0.18], [0.09, 0.27, 0.70], [0.39, 0.13, -0.22], [-0.45, -0.17, -0.26], [-0.37, 0.27, -0.02], [0.30, 1.13, -0.72], [-0.33, 0.42, -0.03], [0.43, -0.26, 0.37], [-0.36, -0.24, -0.57], [0.75, -0.03, -0.89], [0.05, 0.22, 0.33], [-0.08, -0.03, 0.07], [0.00, -0.02, 0.02], [-0.20, -0.12, 0.00], [-0.16, -0.07, 0.08], [0.11, 0.00, 0.15], [0.06, 0.05, 0.17], [-0.01, -0.10, 0.04], [0.00, 0.16, 0.07], [0.00, -0.13, 0.03], [-0.23, -0.20, -0.01], [-0.01, 0.33, -0.26], [-0.03, 0.08, -0.10], [0.09, -0.09, 0.04], [-0.10, 0.14, -0.16], [0.11, -0.07, 0.25], [0.25, -0.11, -0.32], [-0.09, 0.01, 0.08], [0.07, -0.18, -0.24], [-0.05, 0.17, -0.23], [0.22, 0.13, 0.11], [-0.08, -0.13, 0.10], [0.28, -0.01, 0.09], [0.16, -0.49, -0.01], [-0.35, 0.03, 0.15], [-0.08, -0.03, 0.09], [0.23, -0.01, 0.10], [0.03, -0.09, -0.13], [0.01, -0.03, 0.00]], "total_energy_ev": -46944.064, "orbital_gap_ha": 0.3631, "smiles": "O=C(NC[C@H]1C[C@@H]2CC[C@H]1N2C(=O)[C@H]1CCS(=O)(=O)C1)[C@@H](F)C1CCOCC1", "de_lowest_kcal_mol": 23.0, "total_charge": 0}